Entry 1:
Computed, not measured: a single C5H8S molecule, with ωB97M-V/def2-TZVPD.

Element x y z (Å)
C (1.521, 1.977, 0.264)
C (0.912, 0.962, 0.214)
C (-0.228, -1.166, 1.172)
C (-0.193, -0.815, -1.296)
C (-0.313, -0.079, 0.132)
S (-1.787, 1.031, 0.229)
H (2.143, 2.826, 0.274)
H (0.115, -0.586, 2.090)
H (0.657, -1.720, 0.743)
H (-1.103, -1.709, 1.416)
H (0.715, -1.038, -1.726)
H (-0.748, -1.681, -1.292)
H (-0.573, -0.130, -1.987)
H (-1.120, 2.128, -0.232)

## Properties
* SMILES: C#CC(C)(C)S
* highest occupied orbital energy: -0.3374 hartree
* gap between HOMO and LUMO: 10.00 eV
* E_LUMO: 0.82 eV
* relative energy (zero: lowest compared OMol25 entry of this formula, charge and spin): 2.8703 eV



Entry 2:
Computed, not measured: a single C5H8S molecule, with ωB97M-V/def2-TZVPD.

Element x y z (Å)
C (1.989, -0.414, -0.010)
C (0.663, -0.291, -0.081)
C (-0.151, 1.039, -0.340)
C (-1.490, 0.928, 0.218)
C (-0.329, -1.433, -0.011)
H (2.589, 0.450, -0.134)
H (2.365, -1.373, 0.140)
H (0.438, 1.736, 0.243)
H (-0.082, 1.324, -1.339)
H (-2.141, 1.766, -0.069)
H (-1.398, 0.910, 1.372)
H (-0.297, -2.118, -0.824)
H (-0.129, -1.780, 0.999)
S (-2.026, -0.744, -0.164)

## Properties
* SMILES: C=C1CCSC1
* highest occupied orbital energy: -0.3119 hartree
* gap between HOMO and LUMO: 9.47 eV
* E_LUMO: 0.98 eV
* relative energy (zero: lowest compared OMol25 entry of this formula, charge and spin): 0.9422 eV



Entry 3:
Computed, not measured: a molecular structure, C5H8S2, with ωB97M-V/def2-TZVPD.

Element x y z (Å)
C (-0.958, -0.178, 0.047)
C (-0.057, 0.908, 0.989)
C (1.254, 0.078, 0.796)
C (1.225, -0.484, -0.671)
C (-0.086, 0.097, -1.165)
H (-3.256, -0.856, -0.020)
H (-0.845, -1.174, 0.297)
H (-0.392, 1.685, 1.798)
H (2.286, 0.631, 1.128)
H (0.959, -0.613, 1.493)
H (0.990, -1.638, -0.685)
H (2.092, -0.159, -1.258)
H (-0.388, -0.566, -2.188)
S (-2.708, 0.339, -0.037)
S (-0.115, 1.932, -0.524)

## Properties
* highest occupied orbital energy: -0.3087 hartree
* gap between HOMO and LUMO: 9.15 eV
* E_LUMO: 0.75 eV
* relative energy (zero: lowest compared OMol25 entry of this formula, charge and spin): 3.4363 eV



Entry 4:
Computed, not measured: a molecular structure, C5H9AsF6N3O5PSTi, with ωB97M-V/def2-TZVPD.

Element x y z (Å)
Ti (0.105, -1.272, -0.198)
O (-3.121, -1.662, 0.967)
S (-1.748, -1.751, 1.358)
O (-1.486, -2.095, 2.728)
O (-0.963, -2.671, 0.438)
O (-1.043, -0.405, 1.043)
N (1.146, -3.119, 5.612)
C (1.187, -2.529, 4.616)
N (1.283, -1.763, 3.570)
C (1.288, -1.822, 2.340)
N (1.449, -1.617, 1.173)
C (1.355, 2.620, -1.713)
As (0.241, 1.443, -0.533)
C (1.145, 1.822, 1.183)
C (-1.346, 3.616, -0.247)
O (1.135, -0.016, -0.937)
H (1.425, 3.636, -1.332)
H (0.911, 2.618, -2.707)
H (2.336, 2.146, -1.757)
H (1.247, 2.889, 1.370)
H (2.123, 1.344, 1.123)
H (0.562, 1.358, 1.976)
H (-0.664, 4.379, 0.108)
H (-2.074, 3.230, 0.453)
H (-1.647, 3.679, -1.283)
F (-1.347, -1.015, -1.603)
P (-0.723, -2.029, -2.817)
F (-0.065, -2.956, -3.925)
F (-1.954, -1.643, -3.740)
F (0.115, -0.766, -3.319)
F (-1.493, -3.238, -2.159)
F (0.621, -2.412, -1.787)

## Properties
* 2S+1: 2
* net charge: -1
* highest occupied orbital energy (alpha / beta): -0.2097 / -0.2372 hartree
* ⟨S²⟩: 0.76
* gap between HOMO and LUMO (alpha / beta): 7.30 / 7.92 eV
* E_LUMO (alpha / beta): 1.59 / 1.47 eV
* relative energy (zero: lowest compared OMol25 entry of this formula, charge and spin): 3.3188 eV



- Which of these has the lowest relative energy (zero: lowest compared OMol25 entry of this formula, charge and spin)?
  number 2



- Which formula does entry 4 have?
  C5H9AsF6N3O5PSTi



- The highest relative energy (zero: lowest compared OMol25 entry of this formula, charge and spin) belongs to which entry?
  C5H8S2



Please write out number 2 again, unchanged.
Computed, not measured: a single C5H8S molecule, with ωB97M-V/def2-TZVPD.

Element x y z (Å)
C (1.989, -0.414, -0.010)
C (0.663, -0.291, -0.081)
C (-0.151, 1.039, -0.340)
C (-1.490, 0.928, 0.218)
C (-0.329, -1.433, -0.011)
H (2.589, 0.450, -0.134)
H (2.365, -1.373, 0.140)
H (0.438, 1.736, 0.243)
H (-0.082, 1.324, -1.339)
H (-2.141, 1.766, -0.069)
H (-1.398, 0.910, 1.372)
H (-0.297, -2.118, -0.824)
H (-0.129, -1.780, 0.999)
S (-2.026, -0.744, -0.164)

## Properties
* SMILES: C=C1CCSC1
* highest occupied orbital energy: -0.3119 hartree
* gap between HOMO and LUMO: 9.47 eV
* E_LUMO: 0.98 eV
* relative energy (zero: lowest compared OMol25 entry of this formula, charge and spin): 0.9422 eV